Molecular formula: C58H126N2O34P4S7
Method: DFT, wB97M-V/def2-TZVPD

As for the charge: 0. Its HOMO-LUMO gap is 3.43 eV. For the total energy, the calculation gives -9105.84095 Ha. As for the LUMO energy: -1.41 eV. The HOMO energy comes out at -4.835 eV. The calculation puts the largest force on an atom at 5.2 eV Å⁻¹.

```
231
Properties=species:S:1:pos:R:3:lowdin_charge:R:1
N 5.837 0.133 4.957 0.356
H 5.799 1.079 5.308 0.157
H 4.912 -0.272 4.980 0.158
H 6.512 -0.459 5.419 0.155
H 6.001 0.101 3.960 0.159
N -3.187 -2.941 -4.403 0.362
H -3.713 -2.164 -4.029 0.151
H -3.479 -3.835 -4.036 0.158
H -2.241 -2.920 -4.050 0.147
H -3.071 -2.777 -5.393 0.155
C 2.199 -2.048 -0.830 -0.076
C 0.899 -2.462 -1.242 -0.374
C -0.236 -2.628 -0.085 -0.360
O -1.328 -3.238 -0.286 -0.108
C 0.130 -2.234 1.230 -0.061
C 1.399 -1.772 1.517 -0.365
C 2.479 -1.641 0.395 -0.399
O 3.704 -1.166 0.573 -0.186
O 1.667 -1.470 2.765 -0.164
O 0.665 -2.594 -2.435 -0.058
H 2.978 -1.887 -1.559 0.101
H -0.611 -2.445 1.986 0.091
C -3.991 -8.936 1.446 -0.221
C -2.523 -8.870 0.930 -0.208
C -2.442 -8.531 -0.578 -0.175
S -4.238 -8.102 -1.064 0.710
O -4.822 -9.338 -1.524 -0.347
O -4.261 -6.871 -1.874 -0.376
C -4.829 -7.900 0.675 -0.213
H -4.014 -8.629 2.491 0.107
H -4.349 -9.965 1.453 0.111
H -1.954 -9.786 1.090 0.108
H -1.956 -8.109 1.465 0.111
H -2.080 -9.294 -1.267 0.095
H -1.914 -7.598 -0.774 0.091
H -5.903 -8.015 0.824 0.103
H -4.547 -6.902 1.008 0.103
C 5.900 0.893 -7.464 -0.285
C 5.893 0.945 -5.978 -0.215
C 6.898 -0.169 -5.454 -0.174
S 8.007 -0.591 -6.870 0.729
O 7.804 -2.012 -7.232 -0.351
O 9.366 -0.279 -6.395 -0.367
C 7.277 0.681 -8.002 -0.213
H 5.318 1.586 -8.071 0.126
H 5.293 -0.003 -7.596 0.118
H 4.871 0.866 -5.608 0.117
H 6.286 1.938 -5.761 0.107
H 6.264 -1.045 -5.315 0.097
H 7.540 -0.001 -4.590 0.097
H 7.392 0.423 -9.055 0.108
H 7.899 1.568 -7.882 0.104
C -3.857 -4.453 7.558 -0.201
C -3.659 -2.957 7.329 -0.252
C -2.271 -2.535 7.736 -0.218
S -2.045 -3.373 9.332 0.687
O -2.687 -2.666 10.443 -0.346
O -0.722 -3.922 9.408 -0.337
C -3.207 -4.761 8.954 -0.190
H -3.432 -5.061 6.760 0.112
H -4.930 -4.644 7.560 0.108
H -4.406 -2.395 7.890 0.118
H -3.853 -2.743 6.278 0.117
H -2.004 -1.480 7.794 0.111
H -1.512 -3.070 7.166 0.105
H -3.898 -4.706 9.795 0.091
H -2.691 -5.721 8.919 0.096
C 4.607 -6.188 6.864 -0.212
C 4.219 -5.911 5.398 -0.235
C 2.702 -6.187 5.243 -0.185
S 2.477 -7.825 6.112 0.737
O 2.638 -9.058 5.351 -0.349
O 1.310 -7.621 7.020 -0.384
C 4.067 -7.675 7.171 -0.178
H 3.970 -5.558 7.484 0.103
H 5.662 -6.125 7.131 0.105
H 4.927 -6.442 4.762 0.113
H 4.407 -4.847 5.253 0.103
H 2.210 -6.250 4.272 0.105
H 2.150 -5.433 5.804 0.101
H 4.805 -8.333 6.712 0.082
H 3.903 -7.851 8.234 0.091
C -1.199 2.560 -5.343 -0.232
C -1.905 3.772 -5.996 -0.195
C -2.739 3.166 -7.150 -0.190
S -1.898 1.564 -7.700 0.704
O -1.221 1.627 -8.993 -0.349
O -2.760 0.452 -7.363 -0.356
C -0.556 1.698 -6.433 -0.222
H -1.812 1.896 -4.733 0.116
H -0.356 2.853 -4.718 0.111
H -1.154 4.480 -6.346 0.113
H -2.508 4.334 -5.283 0.111
H -2.851 3.878 -7.967 0.095
H -3.740 2.811 -6.903 0.090
H 0.207 2.262 -6.970 0.094
H -0.091 0.732 -6.238 0.110
C 9.953 -3.983 1.407 -0.251
C 10.397 -3.223 0.186 -0.198
C 10.322 -1.713 0.584 -0.183
S 10.878 -1.662 2.353 0.717
O 9.872 -1.070 3.188 -0.365
O 12.321 -1.395 2.643 -0.364
C 10.761 -3.486 2.577 -0.237
H 10.112 -5.061 1.391 0.118
H 8.910 -3.882 1.709 0.123
H 9.795 -3.487 -0.683 0.119
H 11.406 -3.450 -0.159 0.120
H 9.340 -1.246 0.660 0.097
H 10.917 -1.096 -0.089 0.101
H 10.456 -3.736 3.593 0.108
H 11.811 -3.740 2.434 0.096
C 3.960 4.737 -1.345 -0.210
C 3.625 6.198 -0.884 -0.208
C 4.281 6.253 0.506 -0.224
S 5.917 5.391 0.405 0.686
O 6.144 4.595 1.574 -0.338
O 6.988 6.328 0.071 -0.345
C 5.450 4.454 -1.130 -0.204
H 3.577 4.630 -2.360 0.113
H 3.395 4.127 -0.641 0.117
H 2.547 6.306 -0.768 0.104
H 3.894 6.991 -1.582 0.111
H 3.694 5.664 1.211 0.098
H 4.444 7.209 1.003 0.100
H 5.655 3.385 -1.081 0.103
H 6.115 4.841 -1.902 0.095
C -3.033 10.295 -1.965 -0.050
C -2.281 9.159 -1.257 -0.304
O -2.723 9.165 0.055 -0.167
P -2.061 8.265 1.206 0.463
O -2.636 8.306 2.552 -0.214
O -0.548 8.775 1.047 -0.201
C -0.245 10.082 1.389 -0.295
C 0.211 10.867 0.191 -0.062
O -2.053 6.742 0.610 -0.188
C -1.818 5.598 1.409 -0.295
C -1.969 4.412 0.520 -0.075
H -4.106 10.159 -1.826 0.080
H -2.658 11.265 -1.637 0.071
H -2.918 10.213 -3.045 0.074
H -2.492 8.182 -1.692 0.118
H -1.201 9.268 -1.350 0.096
H -1.079 10.414 2.008 0.119
H 0.596 9.995 2.076 0.122
H -0.524 11.467 -0.346 0.070
H 1.079 11.495 0.390 0.080
H 0.514 10.153 -0.575 0.074
H -0.843 5.670 1.891 0.122
H -2.527 5.522 2.233 0.120
H -2.997 4.129 0.290 0.076
H -1.262 4.366 -0.308 0.081
H -1.684 3.559 1.136 0.083
C -0.180 4.622 7.457 -0.072
C -0.239 4.529 8.997 -0.232
O -1.103 5.623 9.401 -0.241
P -0.606 6.603 10.644 0.514
O -0.191 5.928 11.901 -0.239
O -1.880 7.673 10.703 -0.206
C -3.254 7.252 10.480 -0.244
C -3.758 6.200 11.458 -0.085
O 0.600 7.353 9.899 -0.167
C 0.278 8.136 8.749 -0.301
C 0.057 9.528 9.127 -0.106
H -1.158 4.388 7.037 0.071
H 0.074 5.597 7.042 0.069
H 0.375 3.806 6.995 0.072
H -0.523 3.562 9.414 0.122
H 0.777 4.771 9.311 0.104
H -3.868 8.150 10.535 0.117
H -3.359 6.845 9.474 0.109
H -3.104 5.328 11.463 0.068
H -3.753 6.421 12.525 0.076
H -4.819 5.949 11.438 0.078
H 1.187 8.237 8.155 0.124
H -0.555 7.785 8.140 0.122
H -0.821 9.653 9.762 0.071
H 0.797 10.012 9.764 0.088
H -0.037 10.179 8.258 0.088
C 2.427 -5.234 -8.267 -0.071
C 1.680 -6.488 -8.684 -0.284
O 0.575 -6.181 -9.506 -0.182
P -0.989 -6.447 -9.131 0.525
O -1.631 -5.431 -8.260 -0.259
O -1.763 -6.739 -10.569 -0.175
C -1.952 -5.665 -11.422 -0.325
C -1.041 -5.694 -12.669 -0.060
O -0.981 -7.904 -8.443 -0.182
C -1.898 -8.325 -7.504 -0.297
C -2.680 -9.574 -7.993 -0.057
H 1.767 -4.592 -7.683 0.082
H 3.272 -5.457 -7.616 0.080
H 2.897 -4.716 -9.103 0.075
H 2.291 -7.215 -9.219 0.124
H 1.409 -6.928 -7.725 0.114
H -2.977 -5.723 -11.787 0.117
H -1.847 -4.724 -10.883 0.111
H -0.022 -5.805 -12.298 0.071
H -1.255 -6.570 -13.281 0.071
H -1.366 -4.879 -13.315 0.078
H -1.386 -8.629 -6.591 0.119
H -2.550 -7.505 -7.202 0.108
H -3.151 -9.853 -7.051 0.071
H -3.418 -9.478 -8.789 0.073
H -2.008 -10.393 -8.251 0.073
C -9.117 -0.322 -4.861 -0.055
C -8.530 0.981 -4.265 -0.300
O -8.555 0.862 -2.869 -0.200
P -7.220 0.695 -1.951 0.504
O -6.004 0.237 -2.620 -0.237
O -7.159 2.178 -1.345 -0.191
C -7.453 3.350 -2.069 -0.275
C -6.777 4.566 -1.364 -0.048
O -7.813 -0.181 -0.645 -0.208
C -6.886 -0.932 0.125 -0.277
C -7.803 -1.619 1.120 -0.080
H -8.858 -0.332 -5.920 0.072
H -8.585 -1.114 -4.334 0.075
H -10.199 -0.433 -4.800 0.077
H -7.559 1.261 -4.675 0.110
H -9.164 1.819 -4.554 0.114
H -6.932 3.216 -3.017 0.107
H -8.494 3.514 -2.346 0.120
H -7.255 4.964 -0.470 0.078
H -5.714 4.332 -1.297 0.072
H -6.838 5.310 -2.158 0.069
H -6.476 -1.727 -0.499 0.117
H -6.192 -0.209 0.552 0.127
H -8.473 -2.333 0.641 0.078
H -7.280 -2.167 1.905 0.077
H -8.481 -0.908 1.590 0.078
```